Molecular formula: C40H112N14O19
Method: DFT, ωB97M-V/def2-TZVPD

The value obtained for the HOMO energy is -8.528 eV. The calculation puts the energy above the lowest of the compared OMol25 structures with the same formula, charge and spin at 9.187 eV. As for the charge: 0.

CARTESIAN COORDINATES (ANGSTROEM)
C (14.87321, -3.91496, 1.71777)
O (14.11851, -4.80212, 1.98073)
N (15.93238, -3.98040, 0.94444)
N (14.76699, -2.71165, 2.23053)
H (16.52276, -3.17976, 0.76976)
H (16.07459, -4.82822, 0.41429)
H (14.16375, -2.44047, 2.99385)
H (15.28676, -1.91327, 1.89507)
C (6.95427, -0.38198, 2.84539)
O (7.92385, 0.20149, 3.17612)
N (6.21079, 0.05814, 1.86560)
N (6.53719, -1.47195, 3.36027)
H (6.77872, 0.75362, 1.40316)
H (5.37216, -0.34192, 1.46967)
H (7.24234, -2.06110, 3.77954)
H (5.62471, -1.87536, 3.20299)
C (4.93352, -8.88036, 3.15664)
O (4.56245, -8.06690, 2.30358)
N (5.33214, -8.60542, 4.34520)
N (4.87421, -10.21236, 3.12166)
H (5.36151, -7.63931, 4.63825)
H (5.70511, -9.34448, 4.92381)
H (5.33627, -10.78253, 3.81558)
H (4.39722, -10.53949, 2.29368)
C (0.52180, -7.13586, -1.52838)
O (0.54300, -8.36650, -1.45508)
N (1.42954, -6.41673, -1.00913)
N (-0.34776, -6.35813, -2.05991)
H (2.12664, -6.87318, -0.43835)
H (1.42554, -5.41339, -1.12490)
H (-0.36432, -5.35444, -1.94846)
H (-0.99435, -6.88625, -2.62834)
C (17.73699, -6.98408, -4.58651)
O (18.70728, -5.99813, -5.00366)
C (19.18793, -5.11780, -4.02229)
C (18.06190, -4.10320, -3.65182)
N (18.48529, -2.88579, -2.94442)
C (17.45264, -1.87521, -2.87643)
C (17.64600, -0.80648, -1.80881)
O (17.86272, -1.50198, -0.53700)
C (18.19282, -0.62204, 0.53252)
H (16.85970, -6.50769, -4.14890)
H (18.20908, -7.63188, -3.84787)
H (17.22774, -7.53378, -5.37808)
H (20.10264, -4.66040, -4.39942)
H (19.47412, -5.72095, -3.16066)
H (17.34601, -4.67369, -3.06009)
H (17.63743, -3.77995, -4.60231)
H (19.34168, -2.55070, -3.36207)
H (16.56793, -2.42873, -2.56180)
H (17.26548, -1.45715, -3.86552)
H (16.75542, -0.19603, -1.65940)
H (18.48866, -0.16392, -2.06406)
H (17.37925, 0.00144, 0.90328)
H (18.90758, 0.17885, 0.34332)
H (18.46997, -1.23998, 1.38659)
C (7.63579, -4.20566, -1.66363)
O (8.71122, -4.03082, -2.54387)
C (9.61910, -3.01148, -2.08864)
C (11.07627, -3.33017, -2.45699)
N (11.21420, -3.47156, -3.89175)
C (12.46921, -3.98844, -4.31731)
C (12.39631, -4.95620, -5.50525)
O (11.48064, -6.00893, -5.22442)
C (11.72235, -7.16948, -5.97812)
H (7.92104, -4.60801, -0.69160)
H (6.95231, -4.97967, -2.01273)
H (7.11480, -3.26938, -1.46343)
H (9.53458, -2.60621, -1.08032)
H (9.31068, -2.20841, -2.75802)
H (11.32064, -4.29792, -2.01896)
H (11.79437, -2.57392, -2.13994)
H (10.61123, -4.18325, -4.27913)
H (13.00029, -4.57904, -3.57083)
H (13.13145, -3.21534, -4.70699)
H (13.40213, -5.35956, -5.62234)
H (12.13982, -4.50458, -6.46355)
H (12.57394, -7.71299, -5.56888)
H (11.70983, -6.88503, -7.03028)
H (10.84869, -7.81027, -5.85893)
C (14.19266, 0.37166, -8.25611)
O (12.99730, 0.31043, -7.54206)
C (12.47356, 1.60981, -7.53207)
C (11.24600, 1.87464, -6.56189)
N (11.40105, 1.41189, -5.15774)
C (12.50325, 2.15719, -4.47611)
C (12.30656, 3.70650, -4.28110)
O (13.58865, 4.36308, -3.92201)
C (13.43814, 5.65457, -3.51765)
H (14.10466, 0.97825, -9.15743)
H (14.48251, -0.63513, -8.55687)
H (15.02247, 0.78932, -7.68595)
H (12.13031, 1.69513, -8.56309)
H (13.21760, 2.36139, -7.26816)
H (10.44065, 1.29118, -7.00809)
H (10.97890, 2.93141, -6.56537)
H (11.77511, 0.47417, -5.18687)
H (13.37798, 2.00892, -5.10934)
H (12.92598, 1.70237, -3.58026)
H (11.63802, 3.89091, -3.44019)
H (12.05769, 4.08690, -5.27180)
H (14.32555, 6.01335, -2.99621)
H (12.66097, 5.84151, -2.77660)
H (13.25843, 6.38108, -4.31010)
C (16.47990, -8.52342, -0.42525)
O (15.10024, -8.24254, -0.71464)
C (14.28533, -9.41757, -0.88313)
C (12.80364, -8.99271, -1.07225)
N (12.08730, -8.69871, 0.19849)
C (10.75926, -8.23747, -0.16895)
C (9.83764, -9.42152, -0.53889)
O (9.98397, -9.62366, -1.96718)
C (8.96874, -8.90788, -2.74343)
H (16.94901, -9.19638, -1.14299)
H (16.57258, -9.03137, 0.53470)
H (17.18444, -7.71387, -0.23454)
H (14.34877, -10.07067, -0.01278)
H (14.63558, -9.96552, -1.75787)
H (12.34525, -9.92190, -1.41078)
H (12.92729, -8.19622, -1.80601)
H (12.62004, -7.91161, 0.54019)
H (10.77649, -7.54078, -1.00706)
H (10.33110, -7.67604, 0.66144)
H (8.81740, -9.37928, -0.15754)
H (10.21899, -10.34174, -0.09634)
H (8.82262, -9.28146, -3.75694)
H (9.07735, -7.82392, -2.77991)
H (7.96296, -8.92324, -2.32359)
C (7.32654, 0.37728, -16.88417)
O (6.50742, -0.55129, -16.21697)
C (5.24073, -0.03569, -15.83998)
C (4.55022, -0.91943, -14.75434)
N (5.54128, -1.04850, -13.67180)
C (5.08944, -1.66138, -12.43348)
C (6.20687, -1.83194, -11.43038)
O (7.33810, -2.55161, -11.94813)
C (8.54167, -2.49728, -11.25039)
H (7.53627, 1.22575, -16.23286)
H (6.81570, 0.71912, -17.78433)
H (8.27521, 0.09335, -17.33970)
H (4.52583, 0.00498, -16.66178)
H (5.43288, 0.98065, -15.49615)
H (4.28530, -1.78520, -15.36126)
H (3.58531, -0.51404, -14.44985)
H (6.25097, -1.67713, -14.02003)
H (4.60124, -2.60234, -12.68716)
H (4.32703, -1.01756, -11.99493)
H (5.79374, -2.43132, -10.61912)
H (6.51024, -0.88684, -10.97997)
H (8.55380, -2.72407, -10.18431)
H (8.90032, -1.46815, -11.26988)
H (9.38696, -2.98481, -11.73608)
C (10.90386, -14.00820, -7.61047)
O (11.49786, -13.39633, -6.46575)
C (12.20295, -14.20089, -5.52390)
C (11.15645, -15.11971, -4.82114)
N (10.59249, -14.23676, -3.77276)
C (9.29379, -14.70400, -3.30803)
C (9.32120, -15.97978, -2.56616)
O (9.08335, -17.09956, -3.39528)
C (9.18311, -18.32286, -2.69199)
H (9.87662, -14.33026, -7.43972)
H (11.53631, -14.82101, -7.96749)
H (10.84887, -13.33347, -8.46475)
H (12.77234, -13.66677, -4.76323)
H (12.91080, -14.78243, -6.11453)
H (11.62426, -15.96867, -4.32262)
H (10.42714, -15.44192, -5.56436)
H (10.43681, -13.32570, -4.17998)
H (8.63482, -14.90852, -4.15184)
H (8.89526, -13.90571, -2.68193)
H (8.62768, -16.10135, -1.73409)
H (10.23872, -16.05301, -1.98229)
H (10.15905, -18.40858, -2.21420)
H (9.02863, -19.21666, -3.29645)
H (8.48779, -18.31436, -1.85261)
O (3.21273, -3.99116, 2.97399)
H (3.15898, -4.91422, 2.72641)
H (2.83794, -3.95651, 3.85407)
O (2.29640, -0.86322, 0.68442)
H (1.56714, -1.12576, 0.12275)
H (2.47013, -1.63221, 1.22730)
O (7.96425, 2.47705, -2.46125)
H (7.56673, 2.95117, -3.19161)
H (8.71906, 2.03197, -2.84649)